1.
{
  "formula": "C40H40ClDyOP2",
  "method": "the ωB97M-V functional and the def2-TZVPD basis",
  "symbols": ["Dy", "Cl", "P", "P", "O", "C", "C", "C", "C", "C", "C", "C", "C", "C", "C", "C", "C", "C", "C", "C", "C", "C", "C", "C", "C", "C", "C", "C", "C", "C", "C", "C", "C", "C", "C", "C", "C", "C", "C", "C", "C", "C", "C", "C", "C", "H", "H", "H", "H", "H", "H", "H", "H", "H", "H", "H", "H", "H", "H", "H", "H", "H", "H", "H", "H", "H", "H", "H", "H", "H", "H", "H", "H", "H", "H", "H", "H", "H", "H", "H", "H", "H", "H", "H", "H"],
  "coordinates": [[0.75, -0.01, -0.22], [3.23, -0.01, -0.37], [-0.02, -2.68, -0.57], [-0.05, 2.60, -0.63], [-0.04, 0.21, 2.00], [3.19, -4.23, -3.50], [-1.99, 4.52, -1.14], [-1.78, -4.05, -2.21], [-4.34, 4.30, -0.55], [-0.27, -4.80, 2.95], [-0.93, 0.78, 4.30], [-2.81, -2.75, -0.44], [2.86, -4.99, -2.38], [1.27, 4.48, -2.27], [3.01, 4.23, 1.75], [1.00, -4.61, 3.51], [1.90, -4.50, -1.49], [1.02, 4.18, 3.09], [-1.33, 0.60, 2.76], [-2.80, 2.50, -0.07], [1.91, 2.62, -4.29], [2.37, 4.54, 2.94], [1.88, 4.92, -3.45], [1.25, 2.20, -3.12], [-1.66, -3.27, -1.05], [-4.09, -3.16, -0.84], [0.84, 3.15, -2.14], [-4.17, -4.07, -1.91], [2.30, 3.64, 0.70], [-4.10, 3.00, -0.01], [-3.04, -4.51, -2.62], [2.19, 4.00, -4.46], [1.96, -3.82, 2.86], [-1.73, 3.27, -0.55], [2.63, -2.96, -3.73], [-0.56, -4.23, 1.71], [1.64, -2.49, -2.84], [0.89, 3.47, 0.74], [0.30, 3.64, 2.01], [0.31, -0.03, 4.47], [1.67, -3.30, 1.59], [1.22, -3.30, -1.76], [-3.30, 5.06, -1.13], [0.78, -0.46, 2.99], [0.43, -3.58, 0.96], [0.63, -1.60, 2.87], [0.14, -0.92, 5.09], [2.92, -3.60, 3.35], [-2.64, 1.43, 0.15], [-1.21, 5.07, -1.63], [-0.73, 3.34, 2.16], [-1.00, -5.46, 3.45], [1.23, 0.36, 4.90], [0.50, 4.39, 4.04], [3.30, -6.00, -2.19], [1.79, -0.29, 2.77], [-4.91, 2.38, 0.42], [-0.89, -4.31, -2.77], [-0.84, 1.84, 4.50], [-2.03, -0.30, 2.67], [1.04, 1.14, -2.97], [-1.30, -0.12, -0.39], [2.16, 1.87, -5.06], [1.27, -5.09, 4.46], [-5.37, 4.69, -0.52], [2.65, 4.32, -5.41], [-0.95, -0.27, -1.54], [3.90, -4.62, -4.24], [-3.48, 6.08, -1.56], [2.88, 5.08, 3.73], [-3.12, -5.25, -3.46], [1.67, -5.06, -0.58], [-1.78, 0.40, 4.90], [2.89, 3.26, -0.14], [-5.00, -2.79, -0.32], [1.19, -1.50, -2.95], [-1.57, -4.32, 1.32], [1.16, 5.20, -1.46], [2.08, 6.02, -3.59], [-5.16, -4.45, -2.19], [-1.83, 1.33, 2.14], [2.91, -2.35, -4.60], [-2.69, -1.96, 0.31], [2.35, -2.57, 1.13], [4.07, 4.52, 1.60]],
  "lumo_ev": [-8.04, -7.97],
  "multiplicity": 6,
  "charge": 2,
  "homo_lumo_gap_ev": [5.844, 5.900],
  "homo_energy_ev": [-13.89, -13.87],
  "fmax_ev_per_a": 5.0,
  "e_tot_ev": -99344.0094
}

2.
{
  "formula": "C40H40FN5O2S2Ti",
  "method": "the ωB97M-V functional and the def2-TZVPD basis",
  "symbols": ["Ti", "S", "S", "F", "O", "O", "N", "N", "N", "N", "N", "C", "C", "C", "C", "C", "C", "C", "C", "C", "C", "C", "C", "C", "C", "C", "C", "C", "C", "C", "C", "C", "C", "C", "C", "C", "C", "C", "C", "C", "C", "C", "C", "C", "C", "C", "C", "C", "C", "C", "C", "H", "H", "H", "H", "H", "H", "H", "H", "H", "H", "H", "H", "H", "H", "H", "H", "H", "H", "H", "H", "H", "H", "H", "H", "H", "H", "H", "H", "H", "H", "H", "H", "H", "H", "H", "H", "H", "H", "H", "H"],
  "coordinates": [[-0.30, 0.04, 0.30], [-2.12, 2.52, -1.03], [-3.62, 0.47, 0.56], [-0.80, 1.90, 1.66], [0.53, 0.85, -1.18], [-2.34, 0.03, -1.79], [-1.62, -1.13, 1.24], [-4.46, 1.97, -2.25], [1.24, 0.27, 1.72], [-3.43, 4.08, -2.64], [0.13, -1.69, -0.59], [2.23, -0.71, 2.05], [3.98, -0.97, -1.24], [-4.33, 5.78, -4.09], [1.38, 1.47, 2.35], [-3.61, -3.21, -0.65], [1.36, 1.10, -4.69], [0.31, 2.37, 2.32], [4.31, -1.83, 1.59], [3.10, -2.35, 3.59], [1.20, -1.22, -4.08], [-2.99, -1.21, 0.78], [-0.28, -2.89, 0.15], [0.29, 3.61, 2.88], [-0.99, -2.43, 1.43], [0.79, 0.50, -2.42], [0.86, -0.88, -2.76], [4.20, -2.55, 2.77], [0.40, -2.57, 4.77], [1.45, -0.26, -5.04], [-5.43, 2.32, -3.09], [-2.77, -1.24, -1.74], [3.53, -0.11, -0.06], [2.10, -1.44, 3.25], [2.53, 3.20, 3.63], [-3.68, -3.88, -1.86], [0.92, -1.24, 4.19], [-4.41, 4.41, -3.47], [-5.46, 3.54, -3.74], [-3.14, -1.90, -0.56], [-3.50, 2.87, -2.06], [1.43, 4.05, 3.56], [0.58, -1.90, -1.81], [4.53, 1.03, 0.16], [1.03, 1.47, -3.40], [-2.24, 0.81, -0.56], [1.28, -0.31, 5.36], [3.34, -0.91, 1.22], [2.51, 1.94, 3.04], [-2.84, -1.91, -2.96], [-3.28, -3.22, -3.02], [-0.94, -3.49, -0.49], [4.20, 1.71, 0.94], [5.17, -1.99, 0.96], [3.92, -0.40, -2.16], [1.54, 1.86, -5.44], [4.66, 1.61, -0.76], [3.01, -2.92, 4.51], [0.12, -0.78, 3.62], [2.57, 0.35, -0.31], [1.56, 0.68, 5.01], [1.70, -0.54, -6.05], [-6.26, 3.80, -4.42], [-2.53, -1.38, -3.85], [-3.32, -3.73, -3.97], [3.38, 1.30, 3.13], [-0.60, 4.22, 2.80], [1.45, 5.03, 4.02], [0.42, -0.21, 6.03], [4.97, -3.26, 3.06], [2.11, -0.73, 5.93], [0.60, -3.49, 0.39], [3.42, 3.53, 4.15], [-1.70, -3.19, 1.77], [-3.91, -3.71, 0.27], [0.29, -3.34, 4.01], [5.51, 0.63, 0.45], [5.01, -1.32, -1.12], [1.08, -2.95, 5.54], [-3.63, -1.73, 1.52], [-0.23, -2.32, 2.21], [-5.15, 5.95, -4.79], [3.33, -1.85, -1.35], [0.68, -2.93, -2.14], [-4.35, 6.54, -3.31], [-4.04, -4.90, -1.90], [-0.57, -2.41, 5.24], [0.95, 2.51, -3.11], [-6.21, 1.58, -3.24], [1.25, -2.27, -4.35], [-3.38, 5.88, -4.62]],
  "lumo_ev": [2.69, 2.68],
  "multiplicity": 2,
  "charge": -1,
  "homo_lumo_gap_ev": [5.707, 6.902],
  "homo_energy_ev": [-3.02, -4.22],
  "fmax_ev_per_a": 1.7,
  "e_above_lowest_kcal_mol": 22.6,
  "e_tot_ev": -101182.6184
}

3.
{
  "formula": "C40H40HfN5O4P",
  "method": "the ωB97M-V functional and the def2-TZVPD basis",
  "symbols": ["Hf", "P", "O", "O", "O", "O", "N", "N", "N", "N", "N", "C", "C", "C", "C", "C", "C", "C", "C", "C", "C", "C", "C", "C", "C", "C", "C", "C", "C", "C", "C", "C", "C", "C", "C", "C", "C", "C", "C", "C", "C", "C", "C", "C", "C", "C", "C", "C", "C", "C", "C", "H", "H", "H", "H", "H", "H", "H", "H", "H", "H", "H", "H", "H", "H", "H", "H", "H", "H", "H", "H", "H", "H", "H", "H", "H", "H", "H", "H", "H", "H", "H", "H", "H", "H", "H", "H", "H", "H", "H", "H"],
  "coordinates": [[-0.24, -1.10, -0.75], [-0.40, 1.68, -0.14], [-1.27, -1.00, 1.02], [0.52, -0.30, -2.52], [-0.21, -1.54, -4.24], [-2.82, -1.63, -1.61], [1.41, -2.87, -1.42], [-1.86, -3.20, 0.76], [-2.37, -0.33, -1.46], [1.74, -0.64, 0.28], [-0.78, -3.16, -0.09], [-0.32, -4.27, -0.55], [-0.14, 1.51, 3.92], [-3.95, 2.87, -1.93], [2.54, -2.67, -2.10], [1.49, 2.69, -1.89], [1.52, -5.19, -2.00], [-0.70, 2.01, 1.63], [4.10, 0.00, 1.18], [1.08, 2.64, -0.56], [-1.13, 2.37, 4.36], [0.53, -0.70, -5.16], [0.90, -4.12, -1.36], [2.93, 4.07, 0.04], [3.90, 0.83, 2.45], [-0.89, -5.61, -0.27], [-0.16, -1.29, -2.97], [-1.70, 2.87, 2.07], [1.81, 3.33, 0.40], [-5.18, -2.60, 3.27], [4.80, 0.82, 0.08], [0.07, 1.32, 2.56], [-1.59, 4.00, -1.07], [-5.42, -1.33, 3.78], [2.60, 3.44, -2.25], [-3.21, -1.79, 2.16], [3.32, 4.13, -1.29], [-2.05, -2.02, 1.29], [-2.93, 2.04, -1.45], [-1.73, 2.62, -0.98], [3.21, -3.69, -2.75], [-1.91, 3.05, 3.43], [4.87, -1.30, 1.47], [-4.55, -0.29, 3.49], [-3.44, -0.51, 2.68], [-3.79, 4.24, -2.00], [-4.09, -2.83, 2.46], [-2.60, 4.81, -1.58], [2.69, -4.97, -2.71], [2.79, -0.36, 0.66], [-3.22, 0.62, -1.53], [-4.87, 2.42, -2.28], [4.18, 4.72, -1.58], [3.18, -5.78, -3.21], [0.46, 0.97, 4.63], [2.90, -1.65, -2.13], [-0.68, 4.47, -0.72], [-2.46, 5.88, -1.62], [1.50, 3.32, 1.44], [3.35, 0.27, 3.21], [-4.26, 0.36, -1.75], [-2.75, 0.29, 2.46], [-0.04, 0.21, -5.35], [-4.72, 0.70, 3.89], [5.86, -1.04, 1.83], [0.63, -1.29, -6.06], [3.48, 4.62, 0.79], [4.98, -1.91, 0.58], [-1.26, -6.05, -1.20], [-6.28, -1.16, 4.41], [4.20, 1.68, -0.21], [-2.33, 3.40, 1.38], [-5.86, -3.41, 3.51], [4.13, -3.47, -3.29], [1.50, -0.45, -4.73], [-2.69, 3.72, 3.77], [-1.30, 2.51, 5.42], [2.90, 3.49, -3.29], [-3.79, -1.65, -1.57], [4.88, 1.08, 2.85], [-0.12, -6.28, 0.11], [-3.90, -3.82, 2.06], [5.01, 0.22, -0.80], [1.09, -6.18, -1.94], [0.83, 0.62, 2.23], [-1.70, -5.54, 0.44], [0.93, 2.16, -2.65], [3.36, 1.75, 2.23], [4.37, -1.89, 2.24], [-4.59, 4.86, -2.38], [5.75, 1.18, 0.48]],
  "lumo_ev": -5.90,
  "charge": 2,
  "homo_lumo_gap_ev": 7.224,
  "homo_energy_ev": -13.12,
  "fmax_ev_per_a": 1.2,
  "e_above_lowest_kcal_mol": 0.0,
  "e_tot_ev": -68355.2569
}

4.
{
  "formula": "C40H41Cl3F3GeN6O4OsSb",
  "method": "the ωB97M-V functional and the def2-TZVPD basis",
  "symbols": ["Os", "Sb", "Ge", "Cl", "Cl", "Cl", "F", "F", "F", "O", "O", "O", "O", "N", "N", "N", "N", "N", "N", "C", "C", "C", "C", "C", "C", "C", "C", "C", "C", "C", "C", "C", "C", "C", "C", "C", "C", "C", "C", "C", "C", "C", "C", "C", "C", "C", "C", "C", "C", "C", "C", "C", "C", "C", "C", "C", "C", "C", "C", "H", "H", "H", "H", "H", "H", "H", "H", "H", "H", "H", "H", "H", "H", "H", "H", "H", "H", "H", "H", "H", "H", "H", "H", "H", "H", "H", "H", "H", "H", "H", "H", "H", "H", "H", "H", "H", "H", "H", "H", "H"],
  "coordinates": [[0.78, -0.06, -0.14], [-3.53, -0.82, 0.79], [-0.45, 1.95, -0.22], [-0.87, 2.88, 1.70], [-2.50, 1.19, -0.86], [-0.13, 3.53, -1.60], [-4.16, 3.61, 4.96], [-8.13, -0.93, -3.25], [-4.05, -6.36, 3.30], [0.96, -2.26, -0.18], [-0.98, -1.37, 0.15], [2.47, 1.01, -0.22], [4.42, 1.32, 0.80], [5.68, 4.19, 1.00], [-2.83, -1.49, -5.05], [4.66, 5.43, 2.65], [1.28, 0.00, 1.94], [0.67, -0.11, -2.27], [5.09, 3.17, 2.97], [-4.00, 2.65, 4.06], [-6.31, -0.75, -0.17], [0.55, -0.26, -5.05], [-1.69, -4.38, -0.65], [1.69, 0.20, -4.41], [0.85, -4.06, 2.20], [-7.38, -0.78, -1.06], [-2.80, -3.05, 2.78], [-3.20, 0.48, 3.52], [-4.66, -4.82, 1.66], [-2.02, -5.73, -0.51], [-1.79, -1.12, -4.77], [-2.99, -4.29, 3.35], [-1.84, -7.97, 0.62], [-0.53, -0.65, -4.26], [2.77, 0.08, 2.00], [4.17, 2.91, 4.07], [-4.45, -3.58, 1.08], [3.30, 0.62, 3.32], [-4.76, -0.92, -2.04], [-5.83, -0.97, -2.92], [-0.14, -4.63, 1.22], [-3.64, 0.68, 2.21], [5.14, 4.27, 2.21], [1.72, 0.27, -3.03], [-3.91, -5.15, 2.78], [2.95, 2.09, 3.64], [3.30, 0.87, 0.80], [-0.51, -5.95, 1.33], [-3.54, -2.69, 1.66], [-0.25, -2.45, 0.05], [-2.33, -3.59, -1.76], [-7.12, -0.89, -2.41], [-0.42, -0.57, -2.88], [-5.01, -0.81, -0.68], [-1.45, -6.53, 0.47], [-4.27, 1.88, 1.83], [-4.46, 2.87, 2.77], [-3.37, 1.48, 4.45], [-0.75, -3.84, 0.22], [-1.25, -0.86, -2.25], [4.75, 6.26, 2.08], [-2.43, -4.61, 4.22], [-2.75, -6.16, -1.19], [-5.36, -5.54, 1.25], [5.75, 3.29, 0.54], [2.55, 0.52, -4.97], [-0.97, -8.61, 0.48], [0.50, -0.32, -6.13], [-2.23, -8.17, 1.62], [0.97, -0.80, 2.48], [-6.52, -0.68, 0.89], [-2.06, -2.39, 3.21], [-1.77, -3.70, -2.69], [4.39, 0.49, 3.29], [4.73, 2.37, 4.83], [3.12, -0.94, 1.87], [-2.59, -8.26, -0.11], [5.54, 2.36, 2.56], [4.53, 5.59, 3.64], [-5.01, -3.32, 0.19], [1.31, -4.85, 2.79], [-4.62, 2.03, 0.82], [2.23, 2.13, 4.46], [2.58, 0.64, -2.50], [5.86, 5.01, 0.45], [0.35, -3.38, 2.91], [0.86, 0.82, 2.38], [-5.67, -1.08, -3.99], [2.96, -0.03, 4.13], [3.88, 3.85, 4.53], [1.65, -3.51, 1.70], [2.46, 2.59, 2.79], [-3.34, -3.94, -1.96], [-2.75, -0.46, 3.82], [-0.06, -6.57, 2.10], [-3.06, 1.35, 5.48], [-2.38, -2.52, -1.54], [-8.40, -0.73, -0.71], [-4.95, 3.80, 2.53], [-3.76, -0.99, -2.44]],
  "lumo_ev": [-9.76, -9.76],
  "multiplicity": 2,
  "charge": 3,
  "homo_lumo_gap_ev": [5.694, 5.693],
  "homo_energy_ev": [-15.46, -15.45],
  "fmax_ev_per_a": 0.7,
  "e_above_lowest_kcal_mol": 0.0,
  "e_tot_ev": -170497.7803
}

5.
{
  "formula": "C40H41IN8O3STl",
  "method": "the ωB97M-V functional and the def2-TZVPD basis",
  "symbols": ["Tl", "I", "S", "O", "O", "O", "N", "N", "N", "N", "N", "N", "N", "N", "C", "C", "C", "C", "C", "C", "C", "C", "C", "C", "C", "C", "C", "C", "C", "C", "C", "C", "C", "C", "C", "C", "C", "C", "C", "C", "C", "C", "C", "C", "C", "C", "C", "C", "C", "C", "C", "C", "C", "C", "H", "H", "H", "H", "H", "H", "H", "H", "H", "H", "H", "H", "H", "H", "H", "H", "H", "H", "H", "H", "H", "H", "H", "H", "H", "H", "H", "H", "H", "H", "H", "H", "H", "H", "H", "H", "H", "H", "H", "H", "H"],
  "coordinates": [[-0.85, -1.70, 2.40], [2.54, -3.85, -4.33], [-0.08, -0.95, -1.03], [0.88, -0.13, -0.17], [0.29, -2.40, -1.16], [-1.32, -8.22, 1.30], [4.93, 1.78, -1.07], [-1.40, -0.97, -0.36], [6.10, -1.84, -3.36], [0.21, 3.10, 5.50], [-1.84, -7.26, 0.63], [2.85, 2.73, -1.05], [-3.05, -0.01, 1.97], [5.23, -1.12, -2.64], [-4.60, -1.02, -2.08], [2.21, 1.57, 3.92], [-1.95, 3.06, 6.55], [0.64, 4.14, -0.57], [-4.91, -0.46, 0.42], [-1.25, 1.77, -3.54], [3.24, -0.17, 2.80], [2.64, 3.81, -3.34], [4.13, -2.79, -3.70], [-1.24, 1.18, 5.10], [-5.36, -0.51, -1.10], [-3.93, 0.21, 3.02], [2.01, -0.83, 2.99], [2.44, 2.07, -2.16], [3.99, -1.72, -2.83], [-2.39, 1.83, 5.65], [-0.74, 3.60, 6.22], [5.47, -2.75, -4.04], [-3.61, -0.46, 0.57], [-2.82, -5.17, -0.83], [0.86, -0.22, 3.51], [-2.63, -0.55, -0.60], [-0.86, 1.14, -2.36], [4.15, 2.47, -0.54], [-1.44, -5.56, -1.18], [4.40, 3.22, 0.61], [-3.29, -0.94, -1.78], [-0.24, -0.05, -2.59], [-0.58, 0.00, -5.11], [-0.12, 1.93, 4.83], [-3.54, -5.61, 0.26], [-1.08, -6.66, -0.39], [-0.26, -0.66, -3.86], [-3.09, -6.77, 1.02], [1.63, 2.93, -0.15], [-5.27, 0.28, 2.65], [0.92, 1.13, 4.03], [-1.19, 1.22, -4.97], [-5.89, 0.02, 1.45], [3.17, 1.06, 3.16], [-1.42, 0.35, 4.75], [-5.63, 0.20, 3.89], [-0.77, -4.96, -2.18], [-5.26, -0.82, -2.94], [-0.29, 3.73, -0.02], [-2.58, 3.82, 6.86], [-3.22, 1.30, 5.70], [-0.37, -7.24, -0.57], [-0.09, -0.43, -6.01], [-3.28, -4.49, -1.49], [-0.91, 1.56, -1.26], [5.00, 4.14, 0.60], [1.04, 5.07, 0.00], [-0.44, -1.81, -3.69], [3.08, 1.43, -2.76], [-0.39, 4.70, 6.56], [5.61, -0.41, -1.98], [-6.91, -0.31, 1.29], [-3.92, -7.07, 1.59], [3.58, 3.41, -3.90], [5.90, 1.74, -1.04], [-1.52, 2.71, -3.22], [-3.70, 0.51, 3.98], [1.28, 2.01, -2.61], [0.46, 4.43, -1.52], [1.84, 3.79, -4.25], [-2.26, 1.54, -5.27], [2.46, 4.74, -2.78], [3.37, 3.42, 0.91], [-2.57, -0.78, -2.68], [2.07, -1.92, 3.03], [4.04, -0.74, 2.41], [2.10, 2.67, 3.94], [-6.32, -0.44, -1.61], [3.90, 1.74, 2.86], [4.82, 2.79, 1.37], [1.63, 3.01, 1.03], [0.98, 1.91, -0.22], [6.01, -3.39, -4.79], [3.13, -1.32, -2.36], [-4.55, -5.47, 0.70]],
  "lumo_ev": [3.43, 3.43],
  "multiplicity": 2,
  "charge": -2,
  "homo_lumo_gap_ev": [3.230, 4.886],
  "homo_energy_ev": [0.21, -1.45],
  "fmax_ev_per_a": 10.7,
  "e_above_lowest_kcal_mol": 576.2,
  "e_tot_ev": -83810.0852
}